Computed, not measured: the molecule C30H37N5O3, with ωB97M-V/def2-TZVPD.

Positions of all 75 atoms, in Å:
O  -1.1538  -3.0370  -1.1745
C  -0.5084  -2.7004  -0.2005
N  0.6594  -3.2553  0.1567
C  1.3427  -4.2456  -0.6480
C  2.5740  -3.6326  -1.3545
C  3.7846  -4.4357  -0.8695
C  3.3491  -4.9702  0.4918
C  1.8971  -5.3679  0.2431
C  -0.8937  -1.5326  0.7310
C  -2.3672  -1.3283  0.9789
C  -3.3655  -1.6850  0.0813
C  -4.6846  -1.4122  0.4119
N  -5.0557  -0.8223  1.5332
C  -4.1081  -0.4939  2.3948
C  -2.7620  -0.7297  2.1744
N  -0.2569  -0.3403  0.1512
C  -0.9573  0.2985  -0.9403
C  -1.8801  1.4237  -0.4527
C  -3.0533  1.6914  -1.4045
N  -4.2780  1.8489  -0.6438
C  -5.4809  1.6624  -1.4341
C  -6.6895  1.6888  -0.4974
O  -6.7662  2.9120  0.1992
C  -5.5945  3.1132  0.9511
C  -4.3547  3.1183  0.0563
C  1.0162  -0.0896  0.5358
O  1.5926  -0.8425  1.3344
C  1.7610  1.0638  0.0351
C  1.5446  2.2058  -0.7247
C  2.7509  2.9029  -0.7886
C  3.6979  2.1922  -0.0615
C  5.0946  2.4918  0.1915
C  5.7962  1.8633  1.2228
C  7.1253  2.1613  1.4538
C  7.7814  3.0910  0.6644
C  7.0959  3.7234  -0.3602
C  5.7678  3.4281  -0.5961
N  3.0714  1.0972  0.4234
H  1.2102  -2.7916  0.8714
H  0.6025  -4.6153  -1.3612
H  2.6696  -2.5870  -1.0564
H  2.4719  -3.6611  -2.4377
H  3.9759  -5.2706  -1.5452
H  4.6862  -3.8276  -0.8145
H  3.3997  -4.1769  1.2392
H  3.9604  -5.8047  0.8314
H  1.8604  -6.3152  -0.2951
H  1.3181  -5.4695  1.1595
H  -0.4059  -1.6894  1.7008
H  -3.1253  -2.1827  -0.8433
H  -5.4878  -1.6802  -0.2622
H  -4.4469  -0.0203  3.3076
H  -2.0277  -0.4407  2.9123
H  -1.5535  -0.4754  -1.4300
H  -0.2312  0.6640  -1.6683
H  -2.3092  1.1226  0.5021
H  -1.3036  2.3321  -0.2784
H  -3.1923  0.8278  -2.0592
H  -2.8488  2.5665  -2.0458
H  -5.4294  0.6928  -1.9333
H  -5.5937  2.4524  -2.1989
H  -7.6192  1.5985  -1.0617
H  -6.6019  0.8589  0.2183
H  -5.7122  4.0739  1.4559
H  -5.4896  2.3111  1.6966
H  -3.4637  3.2458  0.6724
H  -4.4199  3.9644  -0.6528
H  0.6325  2.5348  -1.1774
H  2.9050  3.8356  -1.2937
H  5.2982  1.1494  1.8626
H  7.6522  1.6676  2.2573
H  8.8199  3.3223  0.8475
H  7.6017  4.4492  -0.9800
H  5.2445  3.9165  -1.4033
H  3.4604  0.3650  0.9983

Computed properties:
- ΔE to the lowest compared entry with this formula, charge and spin: 59.6 kJ/mol
- Structure (SMILES): O=C(NC1CCCC1)[C@H](c1ccncc1)N(CCCN1CCOCC1)C(=O)c1ccc(-c2ccccc2)[nH]1
- Frontier orbital gap: 0.312 Eh
- E_HOMO: -8.111 eV
- Total charge: 0

Computed, not measured: a structure of composition C30H38BCsN4O4Si, with ωB97M-V/def2-TZVPD.

Positions of all 79 atoms, in Å:
Cs  -0.9929  -0.8700  0.3547
C  1.9478  0.3584  2.8460
O  0.9660  1.1454  2.1711
C  1.3459  2.3557  1.7060
C  2.6493  2.8399  1.7755
C  2.9605  4.0962  1.2648
C  1.9773  4.8811  0.6862
C  0.6743  4.4040  0.6272
C  0.3381  3.1576  1.1374
N  -0.9684  2.6083  1.0100
N  -1.8410  3.5138  1.0535
C  -3.1685  3.2300  0.8543
C  -3.7214  1.9183  0.6528
O  -3.0849  0.8467  0.6800
C  -5.1713  1.8665  0.4322
C  -5.9564  2.9574  0.4336
C  -5.4170  4.2669  0.6710
C  -6.2465  5.3991  0.6951
C  -5.7375  6.6528  0.9353
C  -4.3589  6.7859  1.1628
C  -3.5282  5.6922  1.1411
C  -4.0266  4.3907  0.8896
H  2.7863  0.1257  2.1867
H  1.4520  -0.5730  3.1162
H  2.2932  0.8806  3.7449
H  3.4281  2.2327  2.2120
H  3.9851  4.4453  1.3107
H  2.2192  5.8518  0.2708
H  -0.1137  4.9854  0.1660
H  -5.5765  0.8752  0.2655
H  -7.0251  2.8652  0.2618
H  -7.3091  5.2620  0.5202
H  -6.3862  7.5201  0.9539
H  -3.9398  7.7662  1.3620
H  -2.4694  5.8064  1.3234
N  0.6225  1.4717  -1.7729
C  1.9501  1.6878  -2.3490
C  2.9580  0.7450  -1.7015
C  2.7248  -0.7071  -2.1058
C  3.4558  -1.7263  -1.2412
N  3.0561  -1.5671  0.1616
H  -0.0833  2.0018  -2.2701
H  0.6065  1.8170  -0.8196
H  2.2954  2.7274  -2.2477
H  1.8913  1.4658  -3.4200
H  2.8811  0.8462  -0.6156
H  3.9747  1.0566  -1.9696
H  3.0140  -0.8487  -3.1525
H  1.6528  -0.9293  -2.0631
H  4.5414  -1.5832  -1.3122
H  3.2291  -2.7251  -1.6337
H  3.2232  -2.4111  0.6977
H  2.0486  -1.4431  0.1758
C  -0.2566  -4.3910  4.3605
Si  0.8638  -3.3862  3.1330
C  2.3289  -3.0119  4.3654
C  1.6809  -4.8962  2.2292
H  0.3100  -5.1808  4.8759
H  -1.0871  -4.8664  3.8284
H  -0.6943  -3.7373  5.1223
H  2.6698  -3.9302  4.8649
H  2.0296  -2.2996  5.1431
H  3.1910  -2.5767  3.8455
H  2.0188  -5.6558  2.9498
H  2.5501  -4.5973  1.6321
H  0.9771  -5.3713  1.5392
O  0.2279  -2.8653  -3.8850
B  -0.4426  -2.9216  -2.5833
O  -0.9760  -4.2859  -2.5511
C  -0.6387  -4.9219  -3.6926
C  -0.9205  -6.2120  -4.0892
C  -0.4453  -6.6266  -5.3385
C  0.2840  -5.7662  -6.1477
C  0.5657  -4.4580  -5.7373
C  0.0943  -4.0579  -4.5053
H  -1.4863  -6.8760  -3.4480
H  -0.6482  -7.6362  -5.6770
H  0.6426  -6.1119  -7.1104
H  1.1352  -3.7782  -6.3588

Computed properties:
- ΔE to the lowest compared entry with this formula, charge and spin: 29.2 kJ/mol
- Frontier orbital gap: 0.171 Eh
- E_HOMO: -0.736 eV
- Total charge: -2

Computed, not measured: a structure of composition C30H38BrCl5MgN5O3SSi, with ωB97M-V/def2-TZVPD.

Positions of all 85 atoms, in Å:
Mg  -1.2686  3.4492  -0.5396
N  -5.5398  4.3601  -1.8319
C  -4.3067  4.1314  -1.2903
S  -2.9580  4.8347  -2.0526
N  -4.3808  3.3883  -0.1771
N  -3.1941  3.1148  0.3674
C  -3.1829  2.4255  1.4507
C  -1.9008  2.0879  2.0593
C  -1.8414  1.4116  3.2778
C  -0.6082  1.1451  3.8402
C  0.5398  1.5584  3.1804
C  0.3955  2.2008  1.9621
N  -0.7841  2.4552  1.4084
H  -5.5537  4.6779  -2.7842
H  -6.2731  3.7423  -1.5238
H  -4.1099  2.1011  1.9170
H  -2.7597  1.1124  3.7655
H  -0.5411  0.6223  4.7865
H  1.5257  1.3785  3.5853
H  1.2631  2.5214  1.3958
Cl  0.3002  7.7633  1.5762
C  1.2556  6.5813  0.7334
C  2.6391  6.7741  0.6508
C  3.4480  5.8736  0.0163
Cl  5.1733  6.1527  -0.0527
C  2.8961  4.7168  -0.5811
C  3.6314  3.7095  -1.2466
C  2.9803  2.6364  -1.7869
C  1.5791  2.5515  -1.6776
N  0.8773  3.4685  -1.0545
C  1.4999  4.5396  -0.5015
C  0.6107  5.4671  0.1831
O  -0.6350  5.2244  0.2415
H  3.0690  7.6571  1.1046
H  4.7063  3.8058  -1.3249
H  3.5201  1.8558  -2.3059
H  1.0191  1.7393  -2.1309
C  1.6472  -4.5410  -1.7737
C  1.2967  -3.0632  -1.5325
C  2.6006  -2.2525  -1.5548
C  0.4613  -2.5605  -2.7194
Si  0.3591  -2.8407  0.1262
Br  -0.5466  -0.7820  0.0880
C  -1.1439  -4.0287  0.3144
C  -1.8899  -4.1591  -1.0224
C  -0.7043  -5.4296  0.7676
C  -2.1797  -3.5023  1.3227
C  1.5246  -2.8387  1.6633
C  2.4637  -4.0553  1.6716
C  0.7004  -2.8607  2.9587
C  2.3878  -1.5683  1.7263
H  2.2524  -4.6153  -2.6839
H  0.7592  -5.1549  -1.9272
H  2.2256  -4.9835  -0.9595
H  3.0352  -2.3255  -2.5577
H  3.3462  -2.6210  -0.8499
H  2.4201  -1.1946  -1.3514
H  1.0081  -2.7760  -3.6448
H  0.2920  -1.4843  -2.6840
H  -0.5138  -3.0366  -2.7988
H  -1.2947  -4.6464  -1.7949
H  -2.2169  -3.1889  -1.4024
H  -2.7850  -4.7711  -0.8655
H  0.0400  -5.8764  0.1061
H  -1.5771  -6.0922  0.7748
H  -0.2959  -5.4233  1.7795
H  -2.5766  -2.5333  1.0205
H  -1.7905  -3.4079  2.3344
H  -3.0157  -4.2100  1.3561
H  1.9247  -5.0041  1.6852
H  3.0877  -4.0192  2.5721
H  3.1367  -4.0641  0.8136
H  0.1698  -3.8028  3.0988
H  -0.0249  -2.0443  2.9908
H  1.3779  -2.7382  3.8116
H  3.1049  -1.4956  0.9125
H  2.9564  -1.5823  2.6638
H  1.7764  -0.6664  1.7205
Cl  -3.9194  0.1871  -1.6741
C  -2.9075  0.4708  -3.0996
Cl  -3.7268  1.6264  -4.1762
Cl  -2.7045  -1.0723  -3.9584
C  -1.5095  1.1102  -2.7230
O  -0.5581  0.7969  -3.4231
O  -1.5650  1.8861  -1.7424

Computed properties:
- ΔE to the lowest compared entry with this formula, charge and spin: 14.9 kJ/mol
- Frontier orbital gap: 0.253 Eh
- E_HOMO: -4.733 eV
- Total charge: -1

Computed, not measured: a structure of composition C30H38IrN4O2 in a non-equilibrium geometry, with ωB97M-V/def2-TZVPD.

Positions of all 75 atoms, in Å:
Ir  0.0000  0.0000  0.0000
N  2.3049  -0.3139  2.1615
N  0.3527  2.3654  0.7970
C  -1.5921  -0.7921  -1.0673
C  -2.0162  -0.4504  0.2799
C  -1.2250  -1.2226  1.2019
C  -1.3484  -1.2340  2.6992
H  -1.9341  -0.3728  3.0606
H  -0.3562  -1.1976  3.1824
H  -1.8702  -2.1521  3.0293
C  -0.2944  -2.0151  0.4527
C  0.6956  -2.9838  1.0342
H  0.2544  -3.9951  1.1332
H  1.0219  -2.6535  2.0338
H  1.5930  -3.0694  0.3994
C  -0.5406  -1.7623  -0.9589
C  0.1401  -2.4576  -2.1041
H  1.1814  -2.7217  -1.8585
H  0.1586  -1.8213  -3.0042
H  -0.3939  -3.3921  -2.3628
C  -3.1370  0.4830  0.6393
H  -3.8813  -0.0129  1.2922
H  -3.6662  0.8282  -0.2634
H  -2.7679  1.3744  1.1745
C  -2.2266  -0.3148  -2.3419
H  -1.4685  -0.0216  -3.0855
H  -2.8735  0.5603  -2.1723
H  -2.8497  -1.1123  -2.7927
C  3.5339  -0.5773  2.6253
H  3.8745  -1.6170  2.5174
C  4.3665  0.3779  3.2248
H  5.3606  0.1025  3.5904
C  3.8787  1.6891  3.3369
H  4.4894  2.4746  3.7954
C  2.6048  1.9847  2.8500
H  2.2054  3.0022  2.9045
C  1.8348  0.9548  2.2585
C  0.5096  1.1846  1.6529
H  -0.2931  1.1382  2.4033
C  -0.1263  1.8904  -0.3755
C  0.4167  3.7546  0.8256
H  0.7875  4.3258  1.6748
C  -0.0518  4.1627  -0.3970
H  -0.1636  5.1556  -0.8276
N  -0.3928  3.0063  -1.1282
C  -0.9974  3.0058  -2.4302
C  -2.3981  3.1552  -2.5298
C  -2.9769  3.1081  -3.8093
H  -4.0653  3.2074  -3.8987
C  -2.2049  2.9195  -4.9677
C  -2.8472  2.8931  -6.3362
H  -2.8362  1.8766  -6.7655
H  -2.3015  3.5512  -7.0389
H  -3.8924  3.2426  -6.2972
C  -0.8141  2.7762  -4.8234
H  -0.1939  2.6250  -5.7152
C  -0.1844  2.8161  -3.5685
C  1.3059  2.6197  -3.4492
H  1.8056  3.5168  -3.0481
H  1.7471  2.3719  -4.4281
H  1.5315  1.7989  -2.7465
C  -3.2634  3.3358  -1.3032
H  -3.4928  4.4021  -1.1218
H  -2.7626  2.9571  -0.3974
H  -4.2221  2.8062  -1.4254
N  3.3626  -3.7325  1.6047
C  3.8883  -2.8556  0.4777
C  3.2110  -1.5484  -0.2476
O  4.0319  -1.0122  -1.1170
O  1.9674  -0.9359  -0.1627
H  2.9181  -3.3046  2.4446
H  4.1685  -4.2531  2.0221
H  2.7400  -4.5115  1.2899
H  4.8852  -2.5121  0.8264
H  4.1139  -3.5694  -0.3388

Computed properties:
- ΔE to the lowest compared entry with this formula, charge and spin: 297.0 kJ/mol
- Frontier orbital gap (spin up / spin down): 0.089 / 0.217 Eh
- Expectation value of S²: 6.022
- E_HOMO (spin up / spin down): -0.096 / -4.644 eV
- Multiplicity: 5
- Total charge: -1

Computed, not measured: a structure of composition C30H38N4O4PdS, with ωB97M-V/def2-TZVPD.

Positions of all 78 atoms, in Å:
Pd  0.2620  -0.1029  0.2522
C  3.9408  -0.5986  -1.8917
C  3.8132  0.8619  -1.5754
C  4.4117  1.8109  -2.3940
C  4.2814  3.1675  -2.1425
C  3.5294  3.5907  -1.0599
C  2.9221  2.6673  -0.2191
C  2.0857  3.1113  0.9433
C  3.0764  1.2995  -0.4636
N  2.3967  0.3710  0.3562
C  3.1319  -0.5420  1.0117
O  4.3447  -0.5493  1.2114
C  2.3195  -1.7145  1.5620
C  2.8354  -2.7460  2.3295
C  1.9715  -3.7611  2.7247
C  0.6360  -3.7555  2.3367
C  0.1915  -2.7063  1.5505
N  1.0411  -1.7467  1.2238
C  -1.2011  -2.6118  0.9402
O  -2.0291  -3.4576  1.2495
N  -1.3356  -1.6011  0.0437
C  -2.5251  -1.5809  -0.7105
C  -2.8533  -2.6474  -1.5688
C  -1.9351  -3.8211  -1.7403
C  -4.0497  -2.5974  -2.2773
C  -4.8975  -1.5067  -2.1864
C  -4.5284  -0.4254  -1.4026
C  -3.3487  -0.4488  -0.6692
C  -2.9400  0.7217  0.1710
H  4.2681  -0.7416  -2.9213
H  2.9839  -1.1101  -1.7584
H  4.6606  -1.0776  -1.2253
H  4.9844  1.4747  -3.2510
H  4.7565  3.8906  -2.7932
H  3.4133  4.6492  -0.8561
H  2.1458  4.1907  1.0851
H  2.4102  2.6180  1.8602
H  1.0352  2.8470  0.7761
H  3.8828  -2.7313  2.5957
H  2.3463  -4.5739  3.3338
H  -0.0541  -4.5408  2.6102
H  -0.8927  -3.4975  -1.8109
H  -2.1890  -4.3796  -2.6413
H  -2.0043  -4.4898  -0.8816
H  -4.3114  -3.4336  -2.9161
H  -5.8298  -1.4912  -2.7370
H  -5.1709  0.4462  -1.3371
H  -3.6138  1.5679  0.0303
H  -1.9261  1.0288  -0.1218
H  -2.9067  0.4473  1.2274
C  -2.2817  -0.4362  -4.4314
N  -1.5135  0.3964  -3.5260
C  -1.9393  1.7750  -3.3730
C  -0.5532  -0.1081  -2.7603
O  0.0977  0.5499  -1.9376
H  -2.3611  0.0566  -5.4014
H  -3.2782  -0.6117  -4.0265
H  -1.7785  -1.3923  -4.5648
H  -1.8230  2.3111  -4.3160
H  -1.3270  2.2482  -2.6114
H  -2.9889  1.8006  -3.0721
H  -0.3541  -1.1735  -2.9274
C  1.8967  0.2523  4.1806
C  0.8672  1.3276  3.8956
S  -0.3147  0.8550  2.6008
O  -1.2187  -0.1363  3.2065
C  -1.1959  2.4470  2.4995
C  -2.1503  2.6315  3.6681
H  2.4622  0.5258  5.0716
H  2.6033  0.1551  3.3600
H  1.4166  -0.7095  4.3654
H  1.3249  2.2726  3.6065
H  0.2183  1.4936  4.7583
H  -1.7225  2.4320  1.5487
H  -0.4336  3.2245  2.4446
H  -2.6661  1.6953  3.8817
H  -2.8933  3.3881  3.4191
H  -1.6287  2.9551  4.5679

Computed properties:
- ΔE to the lowest compared entry with this formula, charge and spin: 68.4 kJ/mol
- Frontier orbital gap (spin up / spin down): 0.289 / 0.233 Eh
- Expectation value of S²: 2.006
- E_HOMO (spin up / spin down): -7.491 / -7.748 eV
- Multiplicity: 3
- Total charge: 0

Computed, not measured: a structure of composition C30H39AuCl3N5OS in a non-equilibrium geometry, with ωB97M-V/def2-TZVPD.

Positions of all 80 atoms, in Å:
Au  -0.4668  -2.8573  0.1574
N  1.6221  -2.7617  0.0796
C  2.2680  -2.3991  1.3989
C  1.9382  -3.4546  2.4430
N  1.3752  -2.9127  3.6585
H  2.0080  -3.6381  -0.2508
H  1.8418  -2.0545  -0.6057
H  1.8040  -1.4340  1.6530
H  3.3126  -2.2539  1.2177
H  2.8154  -4.0525  2.6430
H  1.2398  -4.1759  1.9885
H  0.4607  -3.3086  3.7674
H  1.2530  -1.9097  3.5622
Cl  5.0990  5.0154  -7.2125
C  4.5036  4.4477  -5.6628
C  4.0626  5.3710  -4.7189
C  3.5441  4.9352  -3.5252
C  3.4598  3.5815  -3.2414
C  2.6854  3.0688  -2.0363
C  1.3061  2.5739  -2.4564
N  0.7297  1.8402  -1.3700
C  -0.2474  2.2237  -0.5259
C  -0.3177  1.2547  0.4560
N  0.6186  0.2875  0.2053
C  1.2266  0.6899  -0.8946
O  2.5010  4.0544  -1.0235
C  3.3839  3.8834  0.0741
C  2.9171  2.9263  1.1546
C  2.0247  3.2827  2.1013
Cl  1.2339  4.8005  2.2516
S  1.8386  2.1254  3.3415
C  2.9529  1.0710  2.5674
C  3.4525  1.6323  1.4157
C  3.9646  2.6970  -4.1865
Cl  3.9438  0.9953  -3.8271
C  4.4882  3.1096  -5.4138
H  4.1874  6.4322  -4.9117
H  3.1883  5.6395  -2.8040
H  3.1800  2.2069  -1.6237
H  1.4484  1.9460  -3.3625
H  0.6936  3.4406  -2.6685
H  -0.7518  3.1796  -0.6997
H  -1.0039  1.1370  1.2824
H  2.0653  0.2112  -1.3999
H  3.4518  4.8838  0.4849
H  4.3740  3.6025  -0.2724
H  3.2492  0.1536  3.0514
H  4.2585  1.1721  0.8745
H  4.9442  2.4133  -6.1181
C  -6.4998  -0.4495  2.2342
C  -5.0204  -0.8706  2.2329
C  -4.2489  -0.4794  3.3020
C  -2.8869  -0.8049  3.3093
C  -2.0352  -0.3330  4.4479
C  -2.3573  -1.5426  2.2554
C  -3.1086  -2.0063  1.1656
C  -4.4666  -1.5804  1.1843
N  -2.5237  -2.8222  0.2279
C  -3.1462  -3.4616  -0.9478
C  -4.6183  -3.8549  -0.7731
C  -2.4477  -4.7788  -1.2635
C  -3.0088  -2.5700  -2.1945
H  -6.7415  0.2433  3.0548
H  -7.1279  -1.3472  2.3620
H  -6.7882  -0.0130  1.2726
H  -4.6454  0.0622  4.1335
H  -1.9909  -1.0654  5.2603
H  -2.4345  0.6110  4.8151
H  -1.0010  -0.2362  4.0933
H  -1.2883  -1.7898  2.2624
H  -5.0540  -1.8262  0.3134
H  -4.8198  -4.2781  0.2205
H  -4.8212  -4.6468  -1.4523
H  -5.2810  -3.0372  -1.0099
H  -2.6007  -5.4719  -0.4274
H  -1.4098  -4.6149  -1.4703
H  -2.9005  -5.1894  -2.1559
H  -3.4487  -1.5697  -1.9888
H  -3.4441  -2.9927  -3.0967
H  -1.9626  -2.3569  -2.3847

Computed properties:
- ΔE to the lowest compared entry with this formula, charge and spin: 27.6 kJ/mol
- Frontier orbital gap: 0.229 Eh
- E_HOMO: -6.219 eV
- Total charge: 0

Which value of total charge does entry 5 give?
0

Which formula does entry 6 have?
C30H39AuCl3N5OS

Which formula does entry 6 have?
C30H39AuCl3N5OS

Look up the ΔE to the lowest compared entry with this formula, charge and spin of the sixth one.
27.6 kJ/mol